Run w
This record from the Open Molecules 2025 dataset describes a 9-piece molecular cluster, C81H171N9O9 overall. The level of theory is ωB97M-V/def2-TZVPD.

Structure (XYZ):
```
270
C81H171N9O9, DFT ωB97M-V/def2-TZVPD
C -10.32 -12.43 0.61
C -11.19 -11.81 -0.50
C -11.63 -10.36 -0.09
C -10.59 -9.27 -0.32
C -10.15 -9.41 -1.78
C -9.65 -10.74 -2.34
N -10.59 -11.77 -1.84
O -10.12 -13.01 -2.25
C -9.52 -10.56 -3.83
C -8.22 -11.00 -1.73
C -12.59 -12.51 -0.60
H -10.21 -13.51 0.52
H -10.67 -12.21 1.62
H -9.29 -12.13 0.40
H -12.55 -9.92 -0.48
H -11.90 -10.41 0.96
H -9.75 -9.35 0.38
H -11.03 -8.28 -0.21
H -9.37 -8.67 -1.97
H -10.90 -8.99 -2.46
H -9.37 -11.54 -4.28
H -10.30 -9.98 -4.32
H -8.58 -10.07 -4.11
H -8.13 -10.41 -0.82
H -7.92 -12.03 -1.55
H -7.48 -10.61 -2.43
H -12.55 -13.55 -0.27
H -13.06 -12.42 -1.58
H -13.30 -12.05 0.09
H -10.92 -13.51 -2.41
C -14.10 -12.73 3.55
C -15.15 -11.68 3.53
C -15.79 -11.57 2.10
C -17.02 -10.76 2.08
C -18.09 -11.35 2.99
C -17.60 -11.55 4.48
N -16.24 -12.19 4.48
O -15.81 -12.63 5.74
C -17.71 -10.18 5.15
C -18.58 -12.64 5.11
C -14.57 -10.27 3.90
H -14.53 -13.73 3.49
H -13.53 -12.60 4.48
H -13.39 -12.57 2.73
H -15.06 -10.96 1.57
H -15.97 -12.51 1.58
H -17.39 -10.52 1.08
H -16.83 -9.74 2.39
H -18.31 -12.32 2.54
H -19.04 -10.86 2.77
H -17.13 -10.01 6.05
H -17.32 -9.41 4.48
H -18.75 -9.99 5.42
H -18.21 -13.63 4.87
H -18.52 -12.72 6.20
H -19.63 -12.55 4.82
H -14.26 -10.25 4.95
H -15.37 -9.53 3.90
H -13.62 -9.94 3.50
H -15.84 -11.80 6.22
C -12.54 -5.98 8.02
C -13.03 -7.27 8.66
C -14.54 -7.39 8.34
C -15.18 -8.78 8.52
C -14.36 -9.75 7.71
C -12.89 -9.82 8.17
N -12.28 -8.40 8.12
O -10.91 -8.28 8.33
C -12.77 -10.42 9.63
C -12.02 -10.72 7.18
C -12.82 -7.04 10.18
H -13.08 -5.18 8.52
H -12.71 -5.97 6.95
H -11.45 -5.96 8.15
H -15.08 -6.69 8.98
H -14.75 -7.12 7.30
H -16.21 -8.79 8.17
H -15.23 -9.00 9.59
H -14.47 -9.40 6.68
H -14.85 -10.73 7.79
H -13.39 -9.76 10.25
H -13.17 -11.43 9.56
H -11.81 -10.60 10.11
H -11.93 -10.19 6.24
H -11.04 -10.83 7.65
H -12.46 -11.71 7.07
H -13.56 -6.35 10.57
H -11.80 -6.73 10.41
H -12.84 -7.95 10.77
H -10.60 -8.33 7.42
C -15.66 -4.08 -6.19
C -14.07 -4.00 -6.39
C -13.38 -2.96 -5.46
C -13.10 -3.47 -4.01
C -12.37 -4.83 -4.16
C -13.07 -5.89 -4.97
N -13.46 -5.36 -6.29
O -13.90 -6.39 -7.15
C -11.96 -7.02 -5.29
C -14.20 -6.39 -4.10
C -13.82 -3.54 -7.91
H -16.16 -3.14 -6.42
H -16.09 -4.19 -5.19
H -16.19 -4.81 -6.80
H -12.46 -2.65 -5.97
H -13.98 -2.07 -5.29
H -14.01 -3.60 -3.43
H -12.60 -2.77 -3.34
H -12.04 -5.23 -3.21
H -11.40 -4.69 -4.64
H -11.08 -6.68 -5.84
H -11.57 -7.53 -4.41
H -12.47 -7.85 -5.78
H -14.69 -7.20 -4.63
H -13.84 -7.09 -3.34
H -14.87 -5.61 -3.76
H -14.20 -4.13 -8.73
H -12.73 -3.50 -7.95
H -14.13 -2.52 -8.15
H -13.18 -6.48 -7.78
C -14.61 3.22 3.35
C -15.40 2.55 4.50
C -16.82 2.21 3.91
C -16.90 0.97 3.03
C -16.16 -0.15 3.68
C -14.71 0.15 4.19
N -14.78 1.33 5.07
O -13.73 1.63 5.86
C -14.37 -1.10 5.05
C -13.60 0.23 3.04
C -15.66 3.59 5.63
H -13.55 3.16 3.60
H -14.76 4.30 3.28
H -14.83 2.77 2.38
H -17.54 2.18 4.72
H -17.05 3.00 3.20
H -16.47 1.11 2.04
H -17.96 0.71 2.93
H -16.04 -0.92 2.92
H -16.71 -0.78 4.38
H -14.11 -1.93 4.39
H -13.52 -0.88 5.71
H -15.17 -1.40 5.72
H -14.03 0.76 2.19
H -12.71 0.78 3.33
H -13.37 -0.72 2.56
H -16.16 3.01 6.41
H -16.35 4.41 5.42
H -14.75 3.97 6.10
H -14.15 1.32 6.67
C -20.63 -7.84 -5.09
C -20.15 -8.72 -3.92
C -19.12 -9.77 -4.40
C -17.69 -9.26 -4.60
C -17.25 -8.81 -3.21
C -18.16 -7.67 -2.62
N -19.59 -8.07 -2.74
O -20.43 -7.23 -2.07
C -17.89 -7.45 -1.12
C -17.74 -6.34 -3.38
C -21.35 -9.63 -3.47
H -19.81 -7.27 -5.53
H -21.35 -7.16 -4.65
H -21.06 -8.43 -5.90
H -19.04 -10.70 -3.83
H -19.46 -10.02 -5.40
H -17.51 -8.55 -5.41
H -17.13 -10.13 -4.95
H -16.23 -8.45 -3.29
H -17.15 -9.71 -2.61
H -18.21 -8.25 -0.45
H -16.83 -7.48 -0.88
H -18.32 -6.50 -0.83
H -17.25 -6.65 -4.30
H -18.61 -5.72 -3.60
H -17.18 -5.68 -2.73
H -21.82 -10.19 -4.28
H -22.11 -9.07 -2.94
H -21.03 -10.32 -2.69
H -20.85 -7.71 -1.35
C -13.63 -6.23 0.01
C -12.99 -5.34 1.15
C -13.55 -3.89 1.11
C -15.03 -3.87 1.58
C -15.21 -4.48 2.98
C -14.60 -5.92 3.07
N -13.22 -5.87 2.47
O -12.50 -7.07 2.55
C -14.36 -6.28 4.54
C -15.62 -6.82 2.48
C -11.45 -5.17 0.93
H -14.72 -6.11 0.01
H -13.42 -7.28 0.20
H -13.16 -5.96 -0.93
H -12.97 -3.18 1.71
H -13.63 -3.52 0.09
H -15.75 -4.35 0.91
H -15.44 -2.86 1.71
H -16.24 -4.45 3.33
H -14.60 -3.80 3.59
H -15.31 -6.38 5.05
H -13.98 -7.28 4.77
H -13.78 -5.58 5.14
H -16.47 -6.92 3.16
H -15.95 -6.43 1.52
H -15.21 -7.80 2.26
H -11.08 -6.10 0.50
H -10.89 -5.03 1.86
H -11.17 -4.37 0.25
H -11.60 -6.74 2.65
C -8.39 -6.43 7.09
C -8.50 -6.48 5.53
C -7.16 -6.11 4.77
C -6.29 -7.32 4.41
C -7.33 -8.34 3.73
C -8.50 -8.85 4.60
N -9.26 -7.68 4.99
O -10.42 -7.99 5.67
C -9.40 -9.72 3.69
C -8.10 -9.60 5.88
C -9.42 -5.25 5.27
H -9.30 -6.04 7.54
H -7.67 -5.72 7.51
H -8.19 -7.41 7.52
H -7.31 -5.56 3.84
H -6.56 -5.63 5.54
H -5.74 -7.56 5.32
H -5.57 -6.93 3.69
H -6.70 -9.15 3.38
H -7.80 -7.83 2.89
H -10.27 -9.94 4.31
H -9.65 -9.12 2.82
H -8.90 -10.62 3.34
H -7.77 -10.56 5.49
H -7.28 -9.12 6.41
H -8.88 -9.77 6.63
H -9.82 -5.28 4.26
H -8.92 -4.30 5.43
H -10.27 -5.24 5.95
H -11.19 -7.73 5.17
C -18.76 -3.71 2.07
C -20.27 -3.79 2.21
C -20.90 -3.77 0.78
C -21.08 -5.08 0.13
C -22.05 -5.94 0.99
C -21.38 -6.21 2.34
N -20.85 -4.96 3.01
O -20.16 -5.26 4.18
C -22.54 -6.88 3.23
C -20.28 -7.34 2.27
C -20.85 -2.53 2.82
H -18.38 -4.67 1.71
H -18.35 -3.58 3.07
H -18.37 -2.89 1.46
H -21.73 -3.08 0.61
H -20.22 -3.22 0.13
H -20.20 -5.70 -0.02
H -21.63 -5.03 -0.81
H -22.11 -6.92 0.53
H -23.11 -5.69 0.99
H -23.33 -6.18 3.52
H -23.08 -7.71 2.77
H -22.21 -7.23 4.21
H -20.74 -8.22 1.82
H -19.42 -7.17 1.63
H -19.90 -7.55 3.28
H -20.72 -2.57 3.90
H -21.92 -2.41 2.69
H -20.34 -1.62 2.51
H -20.90 -4.95 4.70
```

Properties
gap between HOMO and LUMO (alpha / beta): 0.2772 / 0.1180 Ha
⟨S²⟩: 0.754
total charge: +1
multiplicity: 2

***

Run x
This record from the Open Molecules 2025 dataset describes a 9-piece molecular cluster, C81H171N9O9 overall. The level of theory is ωB97M-V/def2-TZVPD.

Structure (XYZ):
```
270
C81H171N9O9, DFT ωB97M-V/def2-TZVPD
C 1.02 0.38 -2.16
C 0.04 0.86 -1.04
C -1.31 1.30 -1.73
C -2.45 1.32 -0.94
C -2.66 -0.13 -0.38
C -1.51 -0.72 0.43
N -0.20 -0.37 -0.21
O 0.94 -0.76 0.52
C -1.63 -0.12 1.85
C -1.71 -2.32 0.30
C 0.48 2.12 -0.14
H 0.78 0.95 -3.06
H 0.97 -0.66 -2.46
H 2.02 0.69 -1.86
H -1.30 2.32 -2.12
H -1.55 0.74 -2.63
H -3.31 1.55 -1.58
H -2.53 1.99 -0.09
H -2.97 -0.84 -1.14
H -3.44 0.02 0.38
H -2.43 -0.59 2.42
H -0.76 -0.31 2.48
H -1.55 0.97 1.90
H -0.98 -2.59 1.06
H -2.67 -2.74 0.57
H -1.39 -2.88 -0.59
H -0.26 2.41 0.60
H 0.67 2.97 -0.79
H 1.39 1.81 0.38
H 1.58 -1.09 -0.12
C 2.75 3.04 5.96
C 2.87 1.45 5.75
C 2.31 1.09 4.34
C 3.38 1.26 3.20
C 4.62 0.49 3.50
C 5.34 0.99 4.80
N 4.23 0.84 5.91
O 4.71 1.13 7.19
C 6.46 -0.01 5.18
C 6.02 2.41 4.77
C 1.98 0.82 6.80
H 3.57 3.39 6.59
H 1.75 3.19 6.37
H 2.89 3.52 4.99
H 1.87 0.09 4.28
H 1.53 1.84 4.19
H 3.64 2.31 3.25
H 3.01 1.01 2.20
H 5.15 0.61 2.55
H 4.39 -0.57 3.42
H 6.79 0.16 6.21
H 6.03 -0.99 4.95
H 7.24 0.11 4.43
H 6.91 2.41 4.14
H 5.41 3.28 4.55
H 6.47 2.72 5.71
H 2.21 1.14 7.81
H 2.08 -0.27 6.74
H 0.93 1.05 6.63
H 4.36 0.46 7.78
C -9.81 -4.44 -0.12
C -9.43 -3.10 -0.80
C -9.17 -1.94 0.23
C -7.93 -2.14 0.95
C -6.77 -2.18 -0.06
C -6.85 -3.17 -1.23
N -8.24 -3.23 -1.73
O -8.47 -4.05 -2.84
C -5.97 -2.64 -2.47
C -6.24 -4.51 -0.56
C -10.74 -2.68 -1.65
H -10.34 -5.10 -0.81
H -10.49 -4.39 0.73
H -8.93 -4.94 0.29
H -9.03 -1.01 -0.31
H -9.99 -1.80 0.94
H -8.16 -3.04 1.51
H -7.77 -1.26 1.58
H -5.77 -2.27 0.35
H -6.78 -1.17 -0.48
H -4.88 -2.54 -2.40
H -6.16 -3.26 -3.34
H -6.48 -1.77 -2.89
H -5.18 -4.41 -0.32
H -6.63 -4.62 0.46
H -6.56 -5.37 -1.15
H -11.59 -2.56 -0.99
H -10.83 -3.46 -2.41
H -10.56 -1.72 -2.15
H -8.35 -4.94 -2.49
C 4.10 4.69 0.80
C 3.51 5.92 1.60
C 4.50 7.10 1.21
C 3.87 8.43 1.41
C 2.57 8.68 0.71
C 1.47 7.58 1.18
N 2.10 6.21 1.13
O 1.25 5.14 1.38
C 0.82 7.91 2.53
C 0.32 7.77 0.12
C 3.61 5.70 3.18
H 3.81 3.84 1.42
H 5.19 4.69 0.78
H 3.75 4.54 -0.22
H 5.40 7.15 1.83
H 4.86 7.17 0.18
H 4.50 9.27 1.12
H 3.81 8.65 2.47
H 2.66 8.64 -0.38
H 2.37 9.69 1.07
H 0.40 8.91 2.51
H 0.23 7.07 2.91
H 1.58 7.91 3.32
H 0.69 7.83 -0.90
H -0.41 6.98 0.00
H -0.17 8.68 0.48
H 3.46 6.69 3.62
H 4.47 5.15 3.55
H 2.89 4.94 3.47
H 1.25 4.75 0.50
C 1.10 -7.55 4.94
C 1.17 -6.37 3.90
C -0.29 -6.00 3.46
C -0.30 -4.69 2.63
C 0.15 -3.60 3.67
C 1.59 -3.79 4.06
N 1.73 -5.17 4.59
O 3.08 -5.45 4.91
C 2.62 -3.55 2.81
C 1.92 -2.80 5.26
C 2.01 -6.84 2.75
H 0.73 -7.25 5.92
H 2.10 -7.94 5.12
H 0.32 -8.30 4.85
H -0.73 -6.70 2.75
H -1.04 -6.09 4.25
H -1.31 -4.45 2.28
H 0.25 -4.84 1.71
H -0.48 -3.67 4.56
H 0.18 -2.67 3.11
H 3.63 -3.95 2.88
H 2.28 -3.74 1.79
H 2.75 -2.47 2.84
H 1.49 -1.80 5.34
H 1.53 -3.21 6.20
H 3.00 -2.78 5.42
H 2.97 -7.14 3.17
H 2.05 -6.21 1.86
H 1.71 -7.84 2.42
H 2.95 -5.69 5.83
C 0.40 -3.01 -5.64
C 1.95 -3.26 -5.42
C 2.17 -3.76 -3.97
C 1.65 -5.19 -3.79
C 2.37 -6.17 -4.78
C 2.33 -5.71 -6.28
N 2.61 -4.22 -6.34
O 2.42 -3.77 -7.60
C 3.49 -6.58 -6.92
C 1.01 -6.12 -6.87
C 2.73 -1.84 -5.67
H 0.12 -1.95 -5.64
H -0.33 -3.25 -4.86
H -0.14 -3.40 -6.50
H 3.25 -3.83 -3.94
H 2.07 -3.03 -3.17
H 0.59 -5.28 -3.98
H 1.79 -5.52 -2.76
H 1.77 -7.08 -4.68
H 3.38 -6.37 -4.42
H 4.51 -6.31 -6.64
H 3.31 -7.66 -6.94
H 3.60 -6.44 -7.99
H 1.03 -7.16 -7.20
H 0.29 -5.95 -6.07
H 0.89 -5.49 -7.76
H 2.61 -1.14 -4.85
H 2.45 -1.33 -6.60
H 3.81 -1.96 -5.66
H 3.34 -3.65 -7.86
C 6.79 2.68 -7.01
C 6.89 1.60 -5.82
C 8.05 2.06 -4.90
C 7.95 1.40 -3.49
C 6.65 1.91 -2.83
C 5.42 1.42 -3.65
N 5.54 1.76 -5.11
O 4.44 1.54 -5.91
C 5.29 -0.08 -3.27
C 4.23 2.29 -3.13
C 7.10 0.22 -6.33
H 6.37 3.62 -6.68
H 6.25 2.29 -7.88
H 7.73 3.01 -7.45
H 8.92 1.80 -5.50
H 7.98 3.14 -4.77
H 8.86 1.80 -3.05
H 7.94 0.31 -3.37
H 6.57 3.00 -2.83
H 6.63 1.66 -1.77
H 5.74 -0.73 -4.03
H 5.52 -0.34 -2.24
H 4.25 -0.37 -3.40
H 3.96 1.86 -2.16
H 4.37 3.36 -2.99
H 3.33 2.12 -3.71
H 7.89 0.34 -7.06
H 6.29 -0.31 -6.83
H 7.36 -0.45 -5.51
H 4.06 2.42 -6.02
C -0.63 8.81 -4.68
C -1.88 8.42 -3.90
C -3.08 8.90 -4.73
C -3.43 7.83 -5.86
C -3.60 6.39 -5.23
C -2.40 5.89 -4.38
N -2.03 6.97 -3.50
O -1.02 6.64 -2.55
C -2.92 4.69 -3.52
C -1.27 5.32 -5.26
C -1.90 9.16 -2.58
H 0.32 8.46 -4.28
H -0.60 9.88 -4.84
H -0.80 8.46 -5.70
H -3.97 9.15 -4.15
H -2.84 9.78 -5.33
H -2.54 7.78 -6.48
H -4.24 8.03 -6.56
H -3.38 5.79 -6.12
H -4.53 5.98 -4.83
H -3.65 4.93 -2.75
H -3.61 4.12 -4.15
H -2.06 4.09 -3.22
H -1.56 4.47 -5.88
H -0.92 6.01 -6.02
H -0.43 4.89 -4.71
H -2.71 8.86 -1.91
H -2.03 10.24 -2.65
H -1.02 8.98 -1.97
H -1.57 6.54 -1.77
C -5.72 -2.49 6.21
C -4.57 -3.42 6.07
C -4.70 -4.51 7.16
C -5.79 -5.51 6.93
C -5.52 -6.13 5.49
C -5.33 -5.16 4.36
N -4.44 -4.04 4.73
O -4.26 -3.04 3.75
C -4.50 -5.96 3.27
C -6.73 -4.65 3.90
C -3.27 -2.65 6.38
H -6.70 -2.97 6.21
H -5.84 -1.79 5.37
H -5.60 -1.95 7.15
H -3.78 -5.06 7.31
H -5.02 -4.09 8.11
H -6.71 -4.92 6.81
H -5.91 -6.25 7.72
H -6.39 -6.79 5.43
H -4.72 -6.86 5.57
H -3.46 -5.62 3.32
H -4.39 -7.04 3.38
H -4.93 -5.72 2.30
H -7.13 -5.24 3.07
H -7.43 -4.87 4.70
H -6.58 -3.63 3.53
H -2.90 -2.72 7.41
H -3.42 -1.59 6.18
H -2.42 -3.00 5.79
H -3.41 -3.24 3.35
```

Properties
gap between HOMO and LUMO (alpha / beta): 0.2707 / 0.1301 Ha
⟨S²⟩: 0.754
total charge: +1
multiplicity: 2

***

run x is the least stable structure shown above.